Here is a 2-piece molecular cluster, C3H12N2OP overall from the OMol25 dataset. Energies are from ωB97M-V with the def2-TZVPD basis set.

- ΔE to the lowest compared entry with this formula, charge and spin: 220.2 kJ/mol
- LUMO: -4.452 eV
- E_HOMO: -14.2 eV
- Charge: +1
- F_max: 0.092 hartree/bohr
- Kohn-Sham gap: 9.77 eV

```
19
Properties=species:S:1:pos:R:3:forces:R:3
N -0.303254 1.334125 0.851760 0.702 -1.895 4.306
H -2.982969 0.382979 -0.267378 1.796 1.895 0.619
H 3.558910 2.148222 -0.389378 0.132 -0.428 0.535
C 0.611639 -2.618971 0.424147 1.136 -0.354 -0.643
C 3.192918 1.123800 -0.535810 0.767 1.411 -3.811
H 1.161050 1.138298 -1.124158 0.388 0.400 0.356
C -3.710862 -0.335626 -0.224051 -2.858 -1.843 1.606
H 3.472325 0.978032 -1.672598 -1.000 -0.068 2.091
N 1.758968 1.112837 -0.294160 0.596 -1.123 -1.091
H 3.754689 0.385897 -0.034478 0.442 -0.698 0.999
H 0.408687 -3.269614 1.267394 -0.431 0.010 0.395
P 1.134266 0.556340 1.080526 -1.238 1.829 0.357
H -0.965419 1.576297 1.577839 0.197 -0.643 0.245
H -4.694936 0.109165 -0.356039 0.069 0.295 -0.459
H -3.513369 -0.984158 -1.041586 -0.080 -0.966 -0.521
O 0.572755 -1.416980 0.430484 -0.616 0.941 0.398
H 1.028438 -3.025164 -0.486416 -0.184 -0.942 -0.403
H -3.890704 -0.883841 0.760097 1.082 0.613 -1.247
H -0.593131 1.688354 0.033802 -0.901 1.566 -3.731
```
Positions in Å, forces in eV/Å.



Here is a 2-piece molecular cluster, C3H12N2OS overall from the OMol25 dataset. Energies are from ωB97M-V with the def2-TZVPD basis set.

- ΔE to the lowest compared entry with this formula, charge and spin: 49.3 kJ/mol
- LUMO: 0.707 eV
- E_HOMO: -9.3 eV
- F_max: 0.004 hartree/bohr
- Kohn-Sham gap: 9.99 eV

```
19
Properties=species:S:1:pos:R:3:forces:R:3
N 0.350191 -2.923340 -1.866909 -0.004 0.005 -0.121
H 0.000871 0.213889 -2.137790 0.129 0.053 0.053
H 2.246544 0.776068 2.423476 0.005 0.034 -0.058
H 0.968664 0.981653 3.390502 -0.008 0.117 -0.012
H -1.050950 -1.565117 -1.184840 0.003 -0.036 0.061
H -0.938282 -1.730656 -2.944647 0.018 -0.057 0.006
H -1.268090 1.890839 2.099177 0.044 0.027 0.051
H 1.043867 0.706857 0.499455 -0.030 -0.024 -0.009
H -2.692540 2.134739 0.012258 -0.096 0.129 0.002
H -0.204902 2.803615 1.013321 -0.025 -0.028 -0.050
S -1.690949 1.276632 -0.175970 0.148 -0.080 -0.001
C -0.641181 1.826376 1.210803 -0.129 0.003 -0.022
C 0.460546 0.800796 1.417328 0.112 0.077 -0.017
H 0.000281 -0.171201 1.612746 -0.004 -0.132 -0.044
H 0.889762 -3.124937 -2.700041 0.051 0.011 0.086
C -0.357065 -1.694356 -2.018554 -0.072 0.020 0.009
N 1.351614 1.244323 2.488982 -0.016 -0.143 0.124
H 0.988210 -2.864783 -1.083205 -0.003 -0.048 0.017
O 0.543408 -0.581405 -2.056095 -0.122 0.074 -0.073
```
Positions in Å, forces in eV/Å.



Here is a 3-piece molecular cluster, C3H12N3 overall from the OMol25 dataset. Energies are from ωB97M-V with the def2-TZVPD basis set.

- ΔE to the lowest compared entry with this formula, charge and spin: 436.8 kJ/mol
- LUMO: -3.448 eV
- E_HOMO: -14.3 eV
- Charge: +1
- F_max: 0.099 hartree/bohr
- Kohn-Sham gap: 10.84 eV

```
18
Properties=species:S:1:pos:R:3:forces:R:3
C -0.066851 -1.556193 1.750280 2.453 -4.468 -0.200
H 0.182285 -2.027673 -0.794928 0.229 0.306 -1.716
H 0.626599 3.427041 1.314383 -0.195 -0.471 -1.215
N 0.377664 2.799786 0.516653 -2.682 1.537 1.077
N -2.214111 0.954602 0.792444 -0.620 -0.487 2.154
H 0.301693 -2.170118 0.883138 -0.606 0.881 0.797
C 0.837999 -2.078337 -1.704984 0.093 -0.852 1.390
H -0.179402 3.304045 -0.211097 0.346 -0.106 1.256
H -2.809771 0.162496 0.763188 -0.834 -0.601 -0.427
H 0.535678 -1.765128 -2.664662 -1.123 1.115 -0.660
H 1.156724 2.539224 0.006627 2.390 -0.803 -0.766
H -2.116045 1.470638 0.000221 -1.020 1.755 -2.962
H 1.046986 -3.101395 -1.907182 0.079 -1.219 0.260
N -0.931493 0.606337 1.035547 0.698 1.071 1.516
H -0.335596 1.649610 0.995543 0.827 -0.634 -0.705
H 0.195490 -2.042433 2.659435 -0.261 0.047 0.936
C -0.596056 -0.451971 1.567054 -0.480 2.256 -1.061
H 1.799334 -1.672867 -1.494213 0.704 0.674 0.325
```
Positions in Å, forces in eV/Å.



Here is a 2-piece molecular cluster, C3H12N3O overall from the OMol25 dataset. Energies are from ωB97M-V with the def2-TZVPD basis set.

- ΔE to the lowest compared entry with this formula, charge and spin: 279.4 kJ/mol
- LUMO: -3.122 eV
- E_HOMO: -14.0 eV
- Charge: +1
- F_max: 0.111 hartree/bohr
- Kohn-Sham gap: 10.88 eV

```
19
Properties=species:S:1:pos:R:3:forces:R:3
H 2.600466 1.301883 1.660948 -0.989 -3.824 -1.235
H 1.465391 -2.765027 0.321436 0.449 -0.659 -0.727
H 1.250245 2.317536 -0.028620 1.107 0.379 0.782
H -2.017504 1.550542 -0.296326 -0.500 0.768 0.138
H -2.761583 -0.074631 -0.225849 0.435 1.059 -1.073
H 2.814040 -0.502939 1.614199 0.222 -0.979 0.272
C -2.542005 0.830630 -0.900319 -2.532 -1.666 -1.059
H -0.211205 -2.700540 1.112493 1.975 0.646 -0.452
H 0.278165 1.608847 -1.162840 0.857 -1.588 3.459
O -1.694094 0.480049 -1.993685 0.556 -0.144 -1.009
H 1.295909 -1.923913 1.895070 -1.052 -0.505 -1.651
N 2.269448 0.263573 1.321683 -1.869 5.348 -0.697
N 0.693184 1.502436 -0.104370 -0.745 -2.930 -1.893
H -0.170083 -0.803443 -0.541786 -0.339 -0.519 0.005
N 0.453547 -0.922214 0.246979 2.097 4.117 0.011
C 1.158715 0.239388 0.492995 -0.201 0.787 -1.146
H -3.559254 1.071404 -1.424603 1.683 0.337 1.858
C 0.792551 -2.164119 0.876702 -1.679 -0.294 3.029
H -2.115932 0.690538 -2.864108 0.523 -0.333 1.390
```
Positions in Å, forces in eV/Å.



Here is a 2-piece molecular cluster, C3H12N3O overall from the OMol25 dataset. Energies are from ωB97M-V with the def2-TZVPD basis set.

- ΔE to the lowest compared entry with this formula, charge and spin: 731.9 kJ/mol
- LUMO: -3.981 eV
- E_HOMO: -12.6 eV
- Charge: +1
- F_max: 0.096 hartree/bohr
- Kohn-Sham gap: 8.60 eV

```
19
Properties=species:S:1:pos:R:3:forces:R:3
H -1.879046 1.627821 1.361170 0.065 0.012 -1.141
N -1.422518 1.464061 0.429846 1.544 0.654 -0.193
O 0.525053 1.710912 1.685024 2.372 -1.456 -0.796
H 1.063927 1.286269 -1.001975 -1.453 0.407 2.225
H -1.095485 -1.386965 -2.441596 -0.008 0.825 0.546
H -1.314588 -1.819102 -0.127647 0.931 2.451 0.062
H -1.223905 2.331745 -0.134800 -1.171 -0.813 0.657
N 0.025799 -0.373577 0.609306 -0.908 -1.314 -1.038
N -0.904993 -0.851992 -0.427125 -1.427 -2.914 3.240
H 2.170660 -0.581730 0.142957 -0.810 0.362 0.686
H 1.512880 1.430372 1.623956 -2.033 1.053 0.574
C -0.039673 1.020509 0.688551 1.613 -0.988 -2.402
H 1.384478 -0.808691 1.865528 1.464 -0.613 -0.391
C 1.352899 -1.028324 0.782597 -0.498 4.758 1.122
H 0.484479 -1.598265 -1.914409 1.262 -1.235 0.757
H 0.000945 0.023016 -1.863107 -0.207 -0.242 -1.385
H -1.723192 0.570171 -0.152635 -0.246 0.501 0.354
C -0.359556 -1.001367 -1.707965 0.288 1.830 -2.474
H 1.441836 -2.014864 0.582321 -0.776 -3.279 -0.403
```
Positions in Å, forces in eV/Å.



Here is a 2-piece molecular cluster, C3H12N3O overall from the OMol25 dataset. Energies are from ωB97M-V with the def2-TZVPD basis set.

- ΔE to the lowest compared entry with this formula, charge and spin: 197.0 kJ/mol
- LUMO: -3.673 eV
- E_HOMO: -13.7 eV
- Charge: +1
- F_max: 0.020 hartree/bohr
- Kohn-Sham gap: 9.99 eV

```
19
Properties=species:S:1:pos:R:3:forces:R:3
H -2.044443 -1.385064 0.797911 0.047 -0.271 -0.599
C 0.122135 0.249919 -2.039449 -0.089 0.381 -0.712
N 1.322603 0.388534 0.149486 0.004 -0.314 -0.350
H -0.343470 0.365655 2.405137 0.510 -0.024 -0.356
H -1.287144 0.080073 0.201556 -0.565 0.276 0.083
H 1.359298 1.874567 -1.378804 -0.196 0.099 -0.001
H -0.181876 -0.745162 -1.712683 0.111 0.022 0.248
H -0.797061 1.680752 -3.001976 -0.140 -0.111 -0.065
H 0.886772 0.132259 -2.813861 0.006 -0.263 0.061
C -0.639829 -0.582108 1.975854 -0.027 -0.610 -0.166
N -1.452019 -0.588155 0.939007 0.030 -0.043 0.626
C 0.672544 1.144248 -0.939915 -0.061 0.078 0.689
H 1.948201 0.990549 0.667640 0.085 0.141 0.012
N -0.263106 -1.675748 2.603923 -0.031 1.050 -0.014
O -1.045214 0.832367 -2.613393 0.172 -0.016 0.174
H 1.918065 -0.309973 -0.283124 0.124 -0.099 0.156
H -0.470443 -2.603422 2.264401 0.085 0.009 0.018
H -0.177107 1.686026 -0.501066 0.152 0.147 -0.156
H 0.472095 -1.535317 3.279356 -0.217 -0.451 0.352
```
Positions in Å, forces in eV/Å.